(1)
Molecular formula: C3H6F9O12S3Zn
Method: DFT, ωB97M-V/def2-TZVPD

Output
Total energy   -133164.3444 eV
Energy above the lowest of the compared OMol25 structures with the same formula, charge and spin   94.18 kJ/mol

```
! RIJCOSX wB97M-V def2-TZVPD def2/J DEFGRID3
* xyz -1 1
Zn 1.012 -18.013 -3.809
C -0.095 -22.056 -5.382
F -0.626 -22.927 -6.224
F -0.461 -22.345 -4.156
F 1.235 -22.159 -5.528
S -0.630 -20.297 -5.793
O 0.142 -19.389 -4.927
O -0.298 -20.149 -7.201
O -2.049 -20.277 -5.472
C 1.466 -21.639 -1.801
F 2.376 -21.624 -0.821
F 2.060 -21.410 -2.969
F 0.951 -22.863 -1.822
S 0.147 -20.313 -1.429
O 0.181 -20.050 -0.003
O 0.520 -19.140 -2.234
O -1.092 -20.930 -1.883
C 1.013 -14.222 -1.224
F 1.810 -13.524 -2.042
F 0.978 -13.666 -0.025
F -0.237 -14.221 -1.725
S 1.610 -16.008 -1.134
O 3.016 -15.935 -0.759
O 0.805 -16.633 -0.124
O 1.395 -16.464 -2.512
O 1.250 -16.721 -5.330
H 1.716 -15.896 -5.129
H 0.758 -16.554 -6.143
O -0.964 -17.317 -3.666
H -1.325 -16.514 -4.055
H -1.586 -17.569 -2.969
O 2.862 -18.928 -3.885
H 3.467 -18.921 -3.130
H 3.364 -19.303 -4.618
*
```

(2)
Molecular formula: C3H6FIO
Method: DFT, ωB97M-V/def2-TZVPD

Output
Total energy   -16073.3718 eV
Structure (SMILES)   CCC(=O)I.F
Energy above the lowest of the compared OMol25 structures with the same formula, charge and spin   0.00 kJ/mol

```
! RIJCOSX wB97M-V def2-TZVPD def2/J DEFGRID3
* xyz 0 1
C 1.558 0.126 0.154
C 0.340 -0.765 0.065
C -0.698 -0.179 -0.753
O -0.849 0.362 -1.795
I -2.742 -1.052 0.005
H 1.475 1.106 0.688
H 2.346 -0.572 0.458
H 1.861 0.453 -0.863
H 0.702 -1.615 -0.599
H 0.079 -1.138 1.037
F -1.680 1.896 0.808
H -2.392 1.377 0.796
*
```

(3)
Molecular formula: C3H6FN
Method: DFT, ωB97M-V/def2-TZVPD

Output
Total energy   -7413.9135 eV
Structure (SMILES)   FC[C@@H]1CN1
Energy above the lowest of the compared OMol25 structures with the same formula, charge and spin   91.49 kJ/mol

```
! RIJCOSX wB97M-V def2-TZVPD def2/J DEFGRID3
* xyz 0 1
F -1.453 -1.063 -0.604
C -0.892 0.197 -0.594
C 0.035 0.365 0.513
C 1.311 0.958 0.433
N 1.198 -0.438 0.502
H -0.443 0.351 -1.560
H -1.726 0.924 -0.492
H -0.355 0.314 1.466
H 1.817 1.478 1.261
H 1.616 1.479 -0.508
H 1.063 -1.029 -0.352
*
```

(4)
Molecular formula: C3H6FN2O
Method: DFT, ωB97M-V/def2-TZVPD

Output
Total energy   -10944.8620 eV
Energy above the lowest of the compared OMol25 structures with the same formula, charge and spin   44.89 kJ/mol

```
! RIJCOSX wB97M-V def2-TZVPD def2/J DEFGRID3
* xyz 1 1
C -2.266 0.193 -0.278
C 1.173 -0.114 -0.266
C 0.773 0.960 0.439
N -2.579 1.332 -0.280
N 1.103 -1.510 0.176
O -1.814 -0.813 0.029
F 0.827 2.144 0.034
H 1.583 0.079 -1.246
H 0.468 0.862 1.456
H -2.470 2.188 -0.780
H 0.828 -1.354 1.128
H 1.987 -1.936 -0.105
H 0.388 -2.032 -0.306
*
```

Please write out number 4 again, unchanged.
Molecular formula: C3H6FN2O
Method: DFT, ωB97M-V/def2-TZVPD

Output
Total energy   -10944.8620 eV
Energy above the lowest of the compared OMol25 structures with the same formula, charge and spin   44.89 kJ/mol

```
! RIJCOSX wB97M-V def2-TZVPD def2/J DEFGRID3
* xyz 1 1
C -2.266 0.193 -0.278
C 1.173 -0.114 -0.266
C 0.773 0.960 0.439
N -2.579 1.332 -0.280
N 1.103 -1.510 0.176
O -1.814 -0.813 0.029
F 0.827 2.144 0.034
H 1.583 0.079 -1.246
H 0.468 0.862 1.456
H -2.470 2.188 -0.780
H 0.828 -1.354 1.128
H 1.987 -1.936 -0.105
H 0.388 -2.032 -0.306
*
```

> The highest total energy belongs to which entry?

C3H6FN